Entry 1:
Entry from OMol25: 12 unconnected molecules or ions with the total composition C72H60N12O24 in a non-equilibrium geometry (the ωB97M-V functional and the def2-TZVPD basis).

- calculated total energy (eV) = -142618.851
- frontier orbital gap (Ha) = 0.31399
- SMILES = O=[N+]([O-])c1ccccc1.O=[N+]([O-])c1ccccc1.O=[N+]([O-])c1ccccc1.O=[N+]([O-])c1ccccc1.O=[N+]([O-])c1ccccc1.O=[N+]([O-])c1ccccc1.O=[N+]([O-])c1ccccc1.O=[N+]([O-])c1ccccc1.O=[N+]([O-])c1ccccc1.O=[N+]([O-])c1ccccc1.O=[N+]([O-])c1ccccc1.O=[N+]([O-])c1ccccc1
- net charge = 0
- HOMO (eV) = -9.54

Each line ends with the Mulliken charge.
Cartesian coordinates (Å):
1 C 12.54460 -27.05463 -30.86837  -0.28
2 C 11.91714 -27.65972 -31.87876  -0.96
3 C 12.41207 -27.68487 -33.16412  0.20
4 C 13.73151 -27.28981 -33.27665  0.23
5 C 14.39504 -26.64568 -32.17530  -0.36
6 C 13.78951 -26.52728 -30.95715  -0.70
7 N 14.38567 -27.41082 -34.61214  0.92
8 O 14.41913 -28.51603 -35.22844  -0.49
9 O 15.27724 -26.56838 -34.84815  -0.58
10 H 12.08837 -27.11246 -29.89117  0.36
11 H 10.88272 -27.97011 -31.87252  0.44
12 H 11.88166 -27.88363 -34.08366  0.24
13 H 15.41738 -26.34524 -32.35124  0.45
14 H 14.25508 -26.15620 -30.05606  0.51
15 C 6.90009 -22.92170 -30.43876  -0.43
16 C 6.87549 -24.33820 -30.16112  -0.21
17 C 5.77087 -25.07665 -30.67238  -0.09
18 C 4.87357 -24.50022 -31.60338  -0.56
19 C 4.96262 -23.11358 -31.86614  -0.45
20 C 5.92498 -22.33869 -31.27466  -0.57
21 N 3.78404 -25.33115 -32.14667  0.95
22 O 3.70700 -26.55438 -31.74476  -0.53
23 O 2.89251 -24.85783 -32.88845  -0.61
24 H 7.61895 -22.26719 -29.96838  0.52
25 H 7.63826 -24.67081 -29.47267  0.54
26 H 5.88446 -26.14054 -30.52528  0.56
27 H 4.17490 -22.62787 -32.42292  0.49
28 H 5.94554 -21.27321 -31.44995  0.34
29 C 8.32054 -25.72856 -35.98968  -0.36
30 C 7.29063 -26.62464 -35.85046  -0.86
31 C 7.04905 -27.27032 -34.63414  -0.79
32 C 7.65392 -26.73505 -33.50890  -0.52
33 C 8.70037 -25.82397 -33.62191  -0.43
34 C 9.00404 -25.29500 -34.84732  -0.85
35 N 7.35644 -27.29226 -32.22247  1.42
36 O 8.10512 -27.04259 -31.21721  -0.56
37 O 6.44572 -28.05199 -32.21096  -0.61
38 H 8.63745 -25.22763 -36.89247  0.74
39 H 6.84712 -27.00899 -36.75709  0.48
40 H 6.28467 -28.01130 -34.81599  0.58
41 H 9.26070 -25.62241 -32.72090  0.99
42 H 9.73106 -24.49770 -34.89356  0.78
43 C 9.55283 -22.45652 -38.07094  -0.61
44 C 8.14878 -22.66258 -37.78353  -0.38
45 C 7.63718 -22.34447 -36.53644  -0.61
46 C 8.54083 -22.02238 -35.48263  0.26
47 C 9.90228 -21.78249 -35.71995  -0.31
48 C 10.39471 -21.98310 -37.02969  -0.60
49 N 8.02091 -21.71800 -34.13349  1.02
50 O 6.89123 -21.25583 -33.94053  -0.61
51 O 8.69704 -21.79308 -33.13934  -0.43
52 H 9.82719 -22.59297 -39.10657  0.51
53 H 7.39773 -23.03855 -38.46247  0.47
54 H 6.57483 -22.40097 -36.35042  0.49
55 H 10.67330 -21.53581 -35.00505  0.44
56 H 11.41302 -21.73023 -37.28561  0.40
57 C 9.00089 -32.59969 -32.74900  -0.63
58 C 10.09067 -32.03362 -33.37429  -0.45
59 C 10.68527 -32.61095 -34.52229  -0.47
60 C 10.10554 -33.74031 -35.06468  0.42
61 C 8.87480 -34.26238 -34.53127  -0.75
62 C 8.39719 -33.72041 -33.31204  -0.19
63 N 10.83099 -34.43796 -36.14378  0.92
64 O 11.04346 -35.63719 -36.09092  -0.57
65 O 11.19663 -33.77985 -37.10782  -0.54
66 H 8.72153 -32.26247 -31.76177  0.47
67 H 10.49042 -31.11118 -32.97968  0.59
68 H 11.59637 -32.17177 -34.90100  0.43
69 H 8.34231 -35.02649 -35.07808  0.41
70 H 7.56776 -34.27419 -32.89757  0.37
71 C 6.00031 -25.34795 -39.88832  -0.38
72 C 7.10767 -25.73254 -40.61376  -0.31
73 C 7.06459 -25.38949 -41.99276  -0.57
74 C 5.91824 -24.96310 -42.62320  0.09
75 C 4.83898 -24.62476 -41.87213  -0.20
76 C 4.93467 -24.71495 -40.50185  -1.15
77 N 5.98808 -24.72590 -44.06856  0.96
78 O 7.06010 -24.81008 -44.63928  -0.60
79 O 4.92605 -24.57718 -44.62412  -0.58
80 H 5.86769 -25.48177 -38.82488  0.60
81 H 7.94765 -26.17440 -40.09840  0.69
82 H 7.96346 -25.62892 -42.54149  0.45
83 H 4.08340 -24.10119 -42.43902  0.51
84 H 4.01670 -24.52117 -39.96689  0.45
85 C 9.12965 -26.13693 -22.25229  -0.18
86 C 10.27286 -25.45888 -22.66519  -0.65
87 C 10.29306 -24.93057 -23.96295  -0.45
88 C 9.12092 -24.96732 -24.72729  -0.17
89 C 7.96444 -25.46308 -24.07287  0.29
90 C 7.90022 -26.04969 -22.85552  -0.81
91 N 9.00820 -24.35095 -26.10504  0.81
92 O 9.60111 -23.34713 -26.48299  -0.50
93 O 8.19530 -24.96854 -26.76024  -0.43
94 H 9.37720 -26.74872 -21.39741  0.38
95 H 11.15606 -25.44669 -22.04373  0.39
96 H 11.12760 -24.43513 -24.43674  0.45
97 H 7.08749 -25.74364 -24.63736  0.43
98 H 6.99166 -26.41670 -22.40141  0.46
99 C 8.14788 -30.64982 -39.43771  -0.69
100 C 8.35061 -29.28347 -39.56172  -0.11
101 C 9.17848 -28.61215 -38.66732  -0.13
102 C 9.88481 -29.26608 -37.62795  -0.27
103 C 9.84351 -30.69067 -37.69049  -0.32
104 C 8.87860 -31.33550 -38.48541  -0.37
105 N 10.80177 -28.61958 -36.68514  1.04
106 O 10.63435 -27.47665 -36.49685  -0.60
107 O 11.62096 -29.35412 -36.05179  -0.61
108 H 7.49558 -31.14728 -40.14015  0.44
109 H 7.87266 -28.83991 -40.42266  0.36
110 H 9.40878 -27.56334 -38.78289  0.35
111 H 10.55767 -31.18740 -37.05045  0.52
112 H 8.96162 -32.41230 -38.48985  0.39
113 C 6.85801 -28.18778 -27.31336  -0.86
114 C 5.75664 -29.07348 -27.39902  0.06
115 C 5.35649 -29.79543 -26.27839  -0.23
116 C 6.05237 -29.64980 -25.05313  0.03
117 C 7.15749 -28.82593 -24.98659  -0.79
118 C 7.52028 -28.00928 -26.09557  -0.73
119 N 5.65502 -30.46124 -23.94382  0.96
120 O 4.50202 -30.70786 -23.73248  -0.57
121 O 6.54961 -30.97471 -23.25100  -0.57
122 H 7.02438 -27.63471 -28.22596  0.73
123 H 5.18156 -29.14705 -28.31021  0.19
124 H 4.60393 -30.56994 -26.29224  0.46
125 H 7.85273 -28.72095 -24.16682  0.58
126 H 8.40113 -27.42170 -25.88286  0.70
127 C 11.09779 -19.44698 -29.75933  -0.69
128 C 11.12472 -20.24381 -30.92177  -0.24
129 C 11.17854 -21.62571 -30.89619  -0.41
130 C 11.15923 -22.23688 -29.68957  0.36
131 C 11.28993 -21.50964 -28.48532  -0.63
132 C 11.12076 -20.13904 -28.53700  -0.49
133 N 11.23360 -23.66544 -29.62464  1.14
134 O 10.85815 -24.26979 -30.57497  -0.41
135 O 11.72569 -24.13856 -28.63722  -0.64
136 H 11.01974 -18.37147 -29.81924  0.41
137 H 10.84811 -19.71915 -31.82434  0.34
138 H 11.08909 -22.25067 -31.77245  0.39
139 H 11.54636 -21.96062 -27.53808  0.45
140 H 11.10561 -19.57485 -27.61621  0.43
141 C 2.26593 -32.06154 -28.09486  -0.34
142 C 2.96474 -31.05104 -28.65137  -0.55
143 C 3.95941 -31.23337 -29.51144  -0.27
144 C 4.45604 -32.59364 -29.70432  -0.19
145 C 3.72386 -33.66534 -29.19908  -0.44
146 C 2.60872 -33.39397 -28.37804  -0.48
147 N 5.65283 -32.77418 -30.56702  0.98
148 O 5.90612 -33.87914 -30.98436  -0.58
149 O 6.35103 -31.72357 -30.71296  -0.49
150 H 1.40785 -31.88195 -27.46411  0.43
151 H 2.49299 -30.10574 -28.42719  0.37
152 H 4.32111 -30.33180 -29.98340  0.76
153 H 3.93659 -34.70773 -29.38503  0.45
154 H 2.03628 -34.18869 -27.92291  0.39
155 C 0.83857 -25.64304 -42.77470  -0.29
156 C 0.60962 -25.75402 -41.41738  -0.63
157 C 1.60405 -26.39258 -40.63715  -0.33
158 C 2.71045 -27.03352 -41.28649  0.00
159 C 2.82260 -26.93249 -42.71870  -0.17
160 C 2.02908 -26.10167 -43.43145  -0.59
161 N 3.80340 -27.62927 -40.50771  1.20
162 O 4.81344 -28.03526 -41.11785  -0.62
163 O 3.64137 -27.88677 -39.38668  -0.66
164 H 0.07607 -25.08122 -43.29367  0.35
165 H -0.29396 -25.32777 -41.00720  0.41
166 H 1.63534 -26.50705 -39.56369  0.51
167 H 3.75921 -27.27753 -43.13117  0.43
168 H 2.11832 -25.78007 -44.45858  0.41

Forces on atoms 1 to 3 (eV/Å):
C -0.8170 -0.6012 2.9218
C -2.7167 -0.4231 -2.6050
C 1.8819 0.3776 -0.5013

=====

Entry 2:
Entry from OMol25: a single C5H7NO molecule (the ωB97M-V functional and the def2-TZVPD basis).

- calculated total energy (eV) = -8835.939
- frontier orbital gap (Ha) = 0.35202
- SMILES = C[C@H]1C=CNC1=O
- net charge = 0
- HOMO (eV) = -8.66

Each line ends with the natural charge from an NBO analysis.
Cartesian coordinates (Å):
1 C 0.33419 1.47318 -1.12556  -0.60
2 C -0.30030 0.45686 -0.19196  -0.36
3 C -0.32317 -0.95823 -0.70051  -0.26
4 C -0.16935 -1.78819 0.33289  -0.01
5 N 0.00524 -1.05607 1.52385  -0.63
6 C 0.18755 0.29592 1.26103  0.69
7 O 0.53159 1.13852 2.06317  -0.59
8 H -0.42060 1.72764 -1.87121  0.21
9 H 1.19298 1.05484 -1.64979  0.21
10 H 0.64858 2.39773 -0.63724  0.23
11 H -1.33968 0.78314 -0.03011  0.24
12 H -0.39879 -1.20382 -1.75085  0.22
13 H -0.13763 -2.87266 0.34419  0.22
14 H 0.18937 -1.44886 2.43211  0.41

Forces on atoms 1 to 3 (eV/Å):
C 0.0867 0.1066 -0.0875
C 0.0402 0.1109 0.1613
C -0.0112 -0.0661 0.0995

=====

Entry 3:
Entry from OMol25: a gas-phase ion, C6H10N4 (charge +2) in a non-equilibrium geometry (the ωB97M-V functional and the def2-TZVPD basis).

- calculated total energy (eV) = -12323.478
- frontier orbital gap (Ha) = 0.29197
- net charge = +2
- HOMO (eV) = -17.81

Each line ends with the natural charge from an NBO analysis.
Cartesian coordinates (Å):
1 C 0.41730 0.83316 -2.17244  0.38
2 C -0.91920 -1.22908 1.27175  0.44
3 C 1.17203 -0.02048 1.20702  0.25
4 C -0.63862 -0.09254 -1.94048  -0.53
5 C -0.28004 1.59276 -0.29032  0.35
6 C -1.25921 0.47168 -0.56831  -0.17
7 N 0.62824 1.72034 -1.22611  -0.43
8 N -1.62447 -0.63565 0.33995  -0.46
9 N 0.33820 -0.98206 1.74355  -0.61
10 N 2.35127 0.06895 1.71122  -0.69
11 H 1.10325 0.83024 -2.86248  0.22
12 H -1.51389 -2.09327 1.77920  0.28
13 H -1.38971 -0.17403 -2.78323  0.32
14 H -0.06863 -1.03192 -1.89360  0.30
15 H -0.17438 2.22376 0.54345  0.26
16 H -2.11925 1.07509 -0.93059  0.30
17 H -2.51071 -1.00777 0.24685  0.45
18 H 0.77290 -1.77545 2.34935  0.44
19 H 2.89719 0.84399 1.21034  0.46
20 H 2.81772 -0.61772 2.26487  0.42

Forces on atoms 1 to 3 (eV/Å):
C -2.2691 1.5886 3.7690
C -0.2443 -1.4470 1.4196
C -1.6949 0.8130 -0.0642

=====

Entry 4:
Entry from OMol25: 2 unconnected molecules or ions with the total composition C2H5N in a non-equilibrium geometry (the ωB97M-V functional and the def2-TZVPD basis).

- calculated total energy (eV) = -3642.389
- frontier orbital gap (Ha) = 0.38043
- SMILES = C#C.N
- net charge = 0
- HOMO (eV) = -9.15

Each line ends with the natural charge from an NBO analysis.
Cartesian coordinates (Å):
1 C -1.61390 -0.20194 -0.61787  -0.24
2 C -1.34899 0.17211 0.49718  -0.19
3 N 1.32999 0.16096 0.03341  -1.09
4 H -1.97123 -0.44966 -1.50626  0.21
5 H 2.01866 0.37393 -0.73573  0.36
6 H -1.12597 0.33230 1.49721  0.22
7 H 1.78776 0.36099 0.89486  0.36
8 H 0.92367 -0.74869 -0.06280  0.37

Forces on atoms 1 to 3 (eV/Å):
C 0.7787 1.4303 4.3873
C -0.8692 -1.0107 -2.0347
N 1.5214 1.3780 -1.9730

=====

Entry 5:
Entry from OMol25: 2 unconnected molecules or ions with the total composition C10H11BrO in a non-equilibrium geometry (the ωB97M-V functional and the def2-TZVPD basis).

- calculated total energy (eV) = -82632.031
- ⟨S²⟩ = 2.023
- frontier orbital gap (spin up / spin down) (Ha) = 0.28225 / 0.26415
- multiplicity = 3
- net charge = 0
- HOMO (spin up / spin down) (eV) = -6.94 / -9.39

Each line ends with the natural charge from an NBO analysis.
Cartesian coordinates (Å):
1 C 0.27587 -2.95095 1.16930  -0.21
2 C -0.73826 -2.24815 1.77423  -0.21
3 C 1.17112 -2.24969 0.32225  -0.21
4 C -0.83171 -0.93604 1.45068  -0.20
5 C 1.03034 -0.90042 -0.02119  -0.18
6 C -0.00668 -0.24460 0.64287  -0.11
7 C -1.15435 2.04452 -0.28554  -0.47
8 C -0.11747 1.15141 0.28434  0.12
9 C 0.30700 1.94100 -0.83864  -0.12
10 C 0.62615 1.42276 -2.22860  -0.63
11 O 0.88324 2.05066 2.00832  -0.40
12 Br 1.28603 3.56409 -0.47152  0.01
13 H 0.59076 -3.98353 1.37738  0.22
14 H -1.34248 -2.72689 2.51063  0.22
15 H 2.00154 -2.76671 -0.11618  0.21
16 H -1.52475 -0.31303 1.91738  0.20
17 H 1.66538 -0.36584 -0.73327  0.22
18 H -2.07273 1.90583 -0.87740  0.22
19 H -1.31252 2.95038 0.15198  0.21
20 H 1.78757 1.17734 -2.39995  0.21
21 H 0.33311 2.07436 -3.04424  0.23
22 H 0.14732 0.51228 -2.41531  0.22
23 H 0.44851 2.26194 2.85542  0.43

Forces on atoms 1 to 3 (eV/Å):
C 2.1880 -0.0323 -0.7250
C 0.7427 -1.1821 -0.2010
C -0.1400 0.3263 -0.5984

=====

Question: The highest net charge belongs to which entry?
Answer: C6H10N4